Computed, not measured: a structure of composition C4H8O, with ωB97M-V with the def2-TZVPD basis set.

Computed properties:
ΔE to the lowest compared entry with this formula, charge and spin: 6.981 eV
DFT total energy: -6318.187 eV
largest force on an atom: 0.4 eV/Å
charge: 0
Kohn-Sham gap: 8.49 eV

Each line ends with the Löwdin charge.
CARTESIAN COORDINATES (ANGSTROEM)
O  0.91109  -0.77827  0.11100  -0.0493
C  -0.27244  -0.37092  -0.29543  -0.5360
C  1.81748  0.21777  0.60049  -0.0380
C  -1.56702  -0.87555  -0.44022  -0.1068
C  -1.36225  0.46283  0.24872  -0.1118
H  1.33266  0.84288  1.35706  0.0945
H  0.05305  0.23286  -1.81618  0.1505
H  -1.96090  -1.80801  -0.06483  0.0868
H  2.18407  0.83440  -0.22488  0.0929
H  -0.77126  -0.34160  -1.62150  0.1257
H  2.64407  -0.33211  1.05377  0.0938
H  -1.34597  0.52681  1.33857  0.1036
H  -1.66260  1.38892  -0.24658  0.0943

---

Computed, not measured: an isolated molecule of C4H8O3, with ωB97M-V with the def2-TZVPD basis set.

Computed properties:
ΔE to the lowest compared entry with this formula, charge and spin: 2.219 eV
DFT total energy: -10418.785 eV
SMILES string: O=C(CO)CCO
largest force on an atom: 3.1 eV/Å
charge: 0
Kohn-Sham gap: 10.71 eV

Each line ends with the Löwdin charge.
CARTESIAN COORDINATES (ANGSTROEM)
O  1.84642  1.35312  0.96719  -0.0647
O  -0.36605  -1.37169  -2.27898  -0.1018
O  -1.75256  -0.00753  -0.81385  0.0857
C  0.45224  1.31181  0.74692  -0.2500
C  -0.78394  -0.49453  -0.24653  -0.3884
C  -0.34066  0.03230  1.05165  -0.0778
C  -0.00485  -1.56610  -0.95421  -0.2184
H  -0.34781  -2.54994  -0.57317  0.1404
H  1.08260  -1.47671  -0.78767  0.1404
H  0.04256  2.07414  1.39071  0.1118
H  0.30357  -0.65567  1.59444  0.1324
H  2.10071  2.23585  0.65419  0.0966
H  -1.22423  0.33392  1.62555  0.1326
H  0.32120  1.69816  -0.26148  0.1270
H  -1.32921  -0.91713  -2.11476  0.1343

---

Computed, not measured: a cluster of 20 separate species, C29H98O20 in total, with ωB97M-V with the def2-TZVPD basis set.

Computed properties:
DFT total energy: -72608.571 eV
largest force on an atom: 2.3 eV/Å
charge: 0
Kohn-Sham gap: 9.81 eV

Each line ends with the Löwdin charge.
CARTESIAN COORDINATES (ANGSTROEM)
O  -3.27172  1.47485  4.02280  -0.0952
O  3.46314  -0.05192  1.83963  -0.1035
O  -1.85385  -1.37316  2.53918  -0.0208
O  -2.94267  4.22436  -0.77529  -0.0837
O  0.22476  1.15130  4.87775  -0.1347
O  -5.04286  -3.86093  -0.09977  -0.0975
O  -0.33160  2.66023  -1.27399  -0.1147
O  -2.80060  -2.01220  -4.59466  -0.0820
O  2.15878  -1.56730  -0.16922  -0.1016
O  4.58784  -0.54025  4.29419  -0.1242
O  7.46960  0.52739  -1.51638  -0.0734
O  4.00820  -1.76023  -2.20066  -0.0399
O  -0.70776  -1.52108  5.11878  -0.0473
O  -3.35715  -1.64566  0.39823  -0.1059
O  2.99491  0.31076  -3.71076  -0.1370
O  0.06954  0.38559  0.36182  -0.0301
O  -2.71507  -5.43664  -0.40690  -0.0623
O  -0.51615  1.98795  -4.14560  -0.0867
O  -1.35105  3.40018  4.31445  -0.0938
O  3.26536  -3.79894  -3.69165  -0.1117
C  5.82226  -1.22340  4.07923  -0.1662
C  -1.60490  -0.82229  -2.97369  -0.0669
C  -3.49819  4.25757  -2.08003  -0.3258
C  -1.50773  -2.00004  -3.96194  -0.2855
C  -1.89515  -4.83557  -1.36082  -0.3401
C  -3.90658  1.87291  6.27450  -0.0654
C  -5.60869  -5.82958  1.12951  -0.0790
C  0.02152  4.94205  3.18186  -0.0771
C  -5.94339  -4.34277  0.84523  -0.3052
C  -4.14924  -0.50356  0.56419  -0.2988
C  2.20704  -2.99948  -5.59210  -0.0569
C  -1.13889  2.65680  -6.39761  -0.0728
C  -1.45845  2.66429  -4.89326  -0.3486
C  2.21999  -2.81031  0.50702  -0.2883
C  4.73166  2.03425  2.06603  -0.0457
C  3.55870  1.27017  1.34794  -0.2658
C  -0.43638  -5.15222  -1.07009  -0.0678
C  1.22814  1.12001  3.86412  -0.1253
C  -4.77674  5.05880  -1.97417  -0.0898
C  1.25233  -2.77696  1.67590  -0.0619
C  0.34543  3.79362  -0.69548  -0.2792
C  -3.38048  0.84648  5.28433  -0.2972
C  0.45115  4.84213  -1.79906  -0.0561
C  -1.30948  4.26204  3.21075  -0.3076
C  2.66569  1.41015  -2.86253  -0.1371
C  -3.28397  0.75030  0.47869  -0.0682
C  6.52429  -0.99380  0.12188  -0.0435
C  6.55075  0.45094  -0.44869  -0.3066
C  1.95547  -3.64961  -4.23839  -0.2870
H  -3.75774  3.27262  -2.46811  0.1054
H  -0.18513  -0.74917  4.90142  -0.0028
H  -2.66393  -1.63161  1.06219  0.0246
H  0.13823  5.69452  3.96178  0.0784
H  -6.95621  -4.14132  0.49633  0.1077
H  4.72099  3.05965  1.69650  0.0764
H  -2.43086  0.49218  5.68531  0.0980
H  4.24115  -0.28505  3.43613  0.0010
H  7.51425  -1.44433  0.05041  0.0759
H  -4.73976  -0.55376  1.47899  0.1092
H  -6.29950  -6.24160  1.86512  0.0626
H  -2.69191  0.93439  1.37517  0.0532
H  -2.66307  0.69490  -0.41547  0.0674
H  0.83197  1.08036  2.84944  0.0627
H  -0.50867  5.33447  -1.95544  0.0677
H  6.51670  -1.44794  4.88882  0.0758
H  -1.79094  -0.45343  2.79679  0.0377
H  -2.82008  4.67246  -2.82577  0.0942
H  -1.63730  -1.86040  3.33413  0.0387
H  3.60812  -4.63025  -4.02788  0.1079
H  3.25497  -2.92764  0.82819  0.1149
H  0.15282  5.44112  2.22176  0.0702
H  2.77064  -2.07615  -5.45827  0.0803
H  2.83387  -3.67978  -6.16861  0.0760
H  1.32001  -3.05867  -3.57879  0.0999
H  -2.27244  -1.13392  -2.17033  0.0548
H  3.75565  1.21521  0.27729  0.0880
H  -4.48483  -3.16582  0.25662  0.0434
H  -2.15240  2.88014  4.21965  0.0287
H  -0.63236  -0.55921  -2.55770  0.0679
H  5.72029  -2.14536  3.50678  0.0715
H  -4.65246  6.07349  -1.59595  0.0745
H  -1.28116  1.66656  -6.83037  0.0630
H  -2.12803  4.98012  3.16151  0.1233
H  3.60005  -2.49619  -2.65673  0.0103
H  -2.09025  3.78284  -0.78093  0.0297
H  -3.90405  -0.10352  5.17722  0.1186
H  2.82654  -1.64526  -0.85450  0.0407
H  -2.01387  3.07838  -6.89236  0.0707
H  0.99447  5.70255  -1.40843  0.0771
H  -5.24101  5.16174  -2.95497  0.0730
H  -4.13396  1.69046  3.65996  0.1102
H  -0.48927  2.29635  -3.23688  0.0357
H  3.00114  -0.60804  1.20805  0.0397
H  -4.87160  -0.48123  -0.25177  0.1180
H  -0.36633  1.88772  4.70480  0.0317
H  -4.97027  2.07498  6.14868  0.0763
H  -3.86715  1.64485  0.26011  0.0731
H  -0.12503  4.14352  0.22340  0.0891
H  -0.14030  1.86886  -0.76533  0.0291
H  -0.13020  2.96477  -6.67295  0.0789
H  0.91321  4.36832  -2.66514  0.0789
H  0.91002  -0.06277  0.26809  0.0127
H  -5.49339  4.54008  -1.33742  0.0729
H  1.36000  3.53674  -0.39091  0.1063
H  0.29718  -2.36895  1.34527  0.0556
H  -1.92969  -3.74722  -1.31190  0.0952
H  -3.78057  1.52450  7.29960  0.0789
H  -0.21353  -6.19234  -0.83223  0.0803
H  1.52348  -2.13359  2.51295  0.0728
H  6.48545  -0.62164  3.45781  0.0534
H  2.36995  2.22227  -3.52667  0.0758
H  2.11973  -3.73409  -0.06277  0.1058
H  0.14816  -4.99658  -1.97684  0.0528
H  5.53898  0.63689  -0.80903  0.0795
H  4.52233  2.11606  3.13261  0.0711
H  -3.60242  -5.13930  -0.62092  0.0427
H  -1.44920  3.72395  -4.63804  0.0945
H  7.83461  1.41434  -1.55734  0.0820
H  -0.54554  -0.30606  0.60581  0.0232
H  -3.38769  -2.44621  -3.97132  0.0761
H  1.78851  1.09837  -2.29555  0.0663
H  -4.58850  -6.02492  1.45988  0.0725
H  -2.43405  2.27991  -4.59566  0.1040
H  -0.72864  -1.79541  -4.69628  0.1008
H  3.53584  1.72563  -2.28685  0.0688
H  1.47146  -4.62445  -4.17908  0.1127
H  1.68374  2.11005  3.88272  0.0735
H  1.93010  0.29910  4.01060  0.0796
H  6.76943  1.27914  0.22537  0.0965
H  -2.11023  -5.10323  -2.39533  0.1098
H  3.34711  -0.42578  -3.20574  0.0008
H  0.85783  4.27910  3.40361  0.0663
H  6.36608  -0.99558  1.20034  0.0445
H  2.61490  1.79116  1.50887  0.0903
H  -3.29151  2.76339  6.14474  0.0741
H  1.23210  -2.90612  -6.07051  0.0755
H  -0.66842  -1.57644  6.07357  0.0536
H  5.69618  1.54149  1.94356  0.0504
H  1.06987  -3.73649  2.15975  0.0888
H  -0.03180  -4.50036  -0.29582  0.0504
H  4.88315  -1.69606  -2.58352  0.0856
H  -5.86871  -3.79477  1.78449  0.1077
H  -5.91527  -6.46844  0.30128  0.0708
H  -1.37597  3.60717  2.34195  0.1062
H  5.80500  -1.61145  -0.41592  0.0512
H  -2.08360  -0.01670  -3.53045  0.0679
H  -1.27265  -2.95007  -3.48207  0.0821

---

Computed, not measured: a cluster of 2 separate species, C2H6N2O3 in total, with ωB97M-V with the def2-TZVPD basis set.

Computed properties:
<S²>: 0.755
ΔE to the lowest compared entry with this formula, charge and spin: 0.871 eV
DFT total energy: -11293.721 eV
largest force on an atom: 6.8 eV/Å
2S+1: 2
charge: -1
Kohn-Sham gap (alpha / beta): 3.70 / 8.48 eV

Each line ends with the Löwdin charge.
CARTESIAN COORDINATES (ANGSTROEM)
O  0.28515  -1.59619  0.13845  -0.2138
O  -0.23749  2.52260  0.73515  -0.0105
O  -1.79991  -1.07851  -1.47530  -0.0384
N  0.65032  1.03913  -0.80111  0.1414
N  0.35200  0.38038  1.38668  0.0368
C  0.56282  -1.01444  1.19793  -0.5103
C  0.17362  1.45160  0.37629  -0.6312
H  -1.78254  -1.74909  -2.15969  0.0265
H  1.23754  -1.47532  1.98580  0.0518
H  0.70443  0.07795  -1.09740  0.0621
H  0.75495  1.69079  -1.59098  0.1066
H  0.15176  0.69777  2.31868  0.0887
H  -1.05265  -0.94668  -1.01451  -0.1096

---

Q: charge of number 2 (C4H8O3)?
A: 0

---

Q: Which formula does entry 3 have?
A: C29H98O20